Version i
CH7IN3 | ωB97M-V/def2-TZVPD

HOMO	-13.56	eV
E_LUMO	-5.1	eV
total charge	+1
Kohn-Sham gap	8.438	eV

Geometry as XYZ:
```
12
CH7IN3 | the Open Molecules 2025 dataset | ωB97M-V/def2-TZVPD
N 0.284 -0.331 1.444
N -0.728 0.365 0.745
C -0.827 -0.019 -0.603
N 0.541 0.043 -1.252
I -1.269 -2.469 -1.265
H -0.164 -1.148 1.851
H 0.395 0.191 2.373
H -1.591 0.687 1.104
H -1.458 0.532 -1.132
H 1.076 0.876 -0.888
H 1.027 -0.858 -1.277
H 0.267 0.292 -2.161
```

---

Version ii
CH7IN3 | ωB97M-V/def2-TZVPD

HOMO	-14.64	eV
E_LUMO	-4.2	eV
total charge	+1
Kohn-Sham gap	10.443	eV

Geometry as XYZ:
```
12
CH7IN3 | the Open Molecules 2025 dataset | ωB97M-V/def2-TZVPD
C -2.693 0.698 -1.026
N -0.903 0.786 -0.262
N -2.718 1.306 -2.063
N 0.227 -1.724 0.650
I -3.946 -0.061 0.268
H -1.021 1.606 0.277
H -0.243 0.966 -0.947
H -1.976 1.551 -2.673
H 1.098 -1.634 1.132
H -0.205 -2.484 1.221
H 0.250 -2.273 -0.211
H -0.553 -0.107 0.289
```

---

Which structure loses on stability? version i does.

---

Version i
C5H12N2 | ωB97M-V/def2-TZVPD

HOMO (spin up / spin down)	-12.97 / -12.95	eV
E_LUMO (spin up / spin down)	-3.4 / -6.9	eV
spin multiplicity	2
total charge	+1
Kohn-Sham gap (spin up / spin down)	9.616 / 6.007	eV

Geometry as XYZ:
```
19
C5H12N2 | the Open Molecules 2025 dataset | ωB97M-V/def2-TZVPD
C -2.045 0.206 -0.590
C -0.792 1.059 -0.565
C 0.521 0.177 -0.836
C 0.627 -0.912 0.116
C 1.374 -0.852 1.284
N 1.522 -1.854 2.132
N -0.932 2.116 -1.508
H -2.065 -0.432 0.294
H -2.025 -0.464 -1.451
H -2.918 0.859 -0.625
H -0.615 1.533 0.404
H 0.408 -0.264 -1.829
H 1.349 0.876 -0.853
H 0.104 -1.813 -0.186
H 2.112 -0.061 1.418
H 0.851 -2.605 2.232
H 2.052 -1.638 2.972
H -1.258 1.807 -2.419
H -0.108 2.686 -1.648
```

---

Version ii
C5H12N2 | ωB97M-V/def2-TZVPD

HOMO (spin up / spin down)	-13.86 / -13.44	eV
E_LUMO (spin up / spin down)	-3.1 / -8.3	eV
spin multiplicity	2
total charge	+1
Kohn-Sham gap (spin up / spin down)	10.794 / 5.089	eV

Geometry as XYZ:
```
19
C5H12N2 | the Open Molecules 2025 dataset | ωB97M-V/def2-TZVPD
C -0.348 -0.017 0.579
C 1.061 0.574 0.850
C 1.605 1.547 -0.146
C 2.002 2.814 0.324
N -0.458 -0.551 -0.786
C -1.101 -1.881 -0.807
N -2.589 -1.870 -0.339
H -0.906 0.834 0.738
H -0.506 -0.711 1.482
H 1.029 0.936 1.938
H 1.820 -0.278 1.065
H 2.044 1.255 -1.113
H 2.796 3.360 -0.209
H 1.989 3.056 1.364
H -0.881 0.055 -1.536
H -0.704 -2.588 -0.179
H -0.889 -2.427 -1.787
H -3.119 -1.287 -0.987
H -2.846 -2.821 -0.451
```

---

Which structure loses on stability? version ii does.

---

Version i
C5H3Br2Cl3OS | ωB97M-V/def2-TZVPD

HOMO	-9.14	eV
E_LUMO	-0.4	eV
total charge	0
Kohn-Sham gap	8.704	eV

Geometry as XYZ:
```
15
C5H3Br2Cl3OS | the Open Molecules 2025 dataset | ωB97M-V/def2-TZVPD
C 2.133 -0.003 -0.561
C 0.885 0.474 0.083
C 0.111 -0.116 1.019
C 2.325 -0.094 -1.858
C -2.593 -0.026 0.240
O -2.014 0.032 2.771
S -1.561 0.722 1.580
Cl 3.230 -0.533 0.579
Cl 3.870 -0.574 -2.446
Cl 1.170 0.084 -3.114
Br 0.098 1.992 -0.618
Br 0.577 -1.713 1.953
H -3.451 0.638 0.499
H -2.786 -1.065 0.444
H -1.994 0.182 -0.571
```

---

Version ii
C5H3Br2Cl3OS | ωB97M-V/def2-TZVPD

HOMO	-8.27	eV
E_LUMO	-1.3	eV
total charge	0
Kohn-Sham gap	6.991	eV

Geometry as XYZ:
```
15
C5H3Br2Cl3OS | the Open Molecules 2025 dataset | ωB97M-V/def2-TZVPD
C 2.071 -0.818 0.244
C 0.928 -0.745 -0.615
C -0.692 1.696 -1.016
C 2.050 -0.020 1.324
C -2.529 0.083 0.435
O -1.801 1.451 -1.873
S -1.413 0.125 -0.997
Cl 3.475 -1.894 0.102
Cl 3.233 0.114 2.527
Cl 0.725 1.058 1.659
Br 0.973 -2.075 -2.032
Br 1.014 1.235 -1.868
H -2.337 0.788 1.131
H -2.113 -0.797 0.950
H -3.586 -0.203 0.027
```

---

Which structure loses on stability? version ii does.

---

Version i
C3H11N2O | ωB97M-V/def2-TZVPD

HOMO (spin up / spin down)	-3.07 / -8.17	eV
E_LUMO (spin up / spin down)	0.9 / 0.6	eV
spin multiplicity	2
total charge	0
Kohn-Sham gap (spin up / spin down)	3.949 / 8.736	eV

Geometry as XYZ:
```
17
C3H11N2O | the Open Molecules 2025 dataset | ωB97M-V/def2-TZVPD
C -0.210 0.851 -1.138
C -0.284 -0.211 -0.063
C -1.276 -1.144 0.068
N -2.434 -1.163 -0.735
N 0.391 0.268 1.175
H -0.063 0.400 -2.121
H -1.264 1.188 -1.199
H 0.503 1.643 -0.942
H -1.454 -1.520 1.076
H -2.313 -0.882 -1.693
H -3.019 -1.964 -0.621
H -0.085 1.163 1.531
H 0.403 -0.467 1.880
H 1.359 0.594 0.978
H 3.539 0.641 -0.226
H 3.497 1.035 1.295
O 2.973 0.958 0.495
```

---

Version ii
C3H11N2O | ωB97M-V/def2-TZVPD

HOMO (spin up / spin down)	-2.81 / -11.00	eV
E_LUMO (spin up / spin down)	0.7 / 0.5	eV
spin multiplicity	2
total charge	0
Kohn-Sham gap (spin up / spin down)	3.516 / 11.518	eV

Geometry as XYZ:
```
17
C3H11N2O | the Open Molecules 2025 dataset | ωB97M-V/def2-TZVPD
C 1.214 -2.014 -1.106
C 0.403 -0.858 -1.414
O 0.383 0.017 -0.564
N -0.486 -0.702 -2.462
H 2.117 -2.202 -1.792
H 0.619 -2.967 -1.068
H -0.961 0.207 -2.635
H -0.658 -1.363 -3.172
H 1.708 -1.939 -0.071
C -0.598 1.246 2.466
N -0.466 1.660 1.049
H 0.072 2.591 1.017
H -1.483 1.887 0.676
H -0.068 0.941 0.309
H -0.923 2.078 3.202
H 0.452 0.925 2.745
H -1.326 0.490 2.819
```

---

Which structure loses on stability? version i does.

---

Version i
C2H5N5O | ωB97M-V/def2-TZVPD

HOMO	-8.05	eV
E_LUMO	0.5	eV
total charge	0
Kohn-Sham gap	8.531	eV

Geometry as XYZ:
```
13
C2H5N5O | the Open Molecules 2025 dataset | ωB97M-V/def2-TZVPD
C 0.683 0.217 -2.494
O -0.184 0.281 -1.240
N 0.795 0.633 -0.254
C 0.313 0.198 0.788
N 0.986 0.231 2.015
N 0.347 -0.270 2.928
N -0.907 -0.660 2.414
N -0.884 -0.369 1.072
H 0.086 0.000 -3.346
H 0.943 1.259 -2.752
H 1.543 -0.393 -2.378
H -1.931 -0.622 2.853
H -1.791 -0.504 0.394
```

---

Version ii
C2H5N5O | ωB97M-V/def2-TZVPD

HOMO	-8.89	eV
E_LUMO	0.4	eV
total charge	0
Kohn-Sham gap	9.254	eV

Geometry as XYZ:
```
13
C2H5N5O | the Open Molecules 2025 dataset | ωB97M-V/def2-TZVPD
H 2.817 -0.813 -0.560
N 1.952 -0.180 -0.295
C 0.819 -0.495 -0.054
N 0.128 -1.570 0.186
O -1.273 -1.270 0.272
C -1.314 0.048 -0.145
N -2.407 0.768 -0.383
H -3.062 -0.054 -0.016
N -0.028 0.614 0.016
N 0.441 1.861 0.240
H 0.008 -2.642 -0.310
H 1.496 1.880 -0.245
H 0.423 1.851 1.293
```

---

Version iii
C2H5N5O | ωB97M-V/def2-TZVPD

HOMO	-9.46	eV
E_LUMO	0.1	eV
total charge	0
Kohn-Sham gap	9.527	eV

Geometry as XYZ:
```
13
C2H5N5O | the Open Molecules 2025 dataset | ωB97M-V/def2-TZVPD
H -1.105 2.216 0.243
N -0.076 1.980 0.139
C 0.463 0.924 0.186
N 1.687 0.552 -0.392
N 1.962 -0.598 -0.180
N 0.992 -1.284 0.315
N -0.100 -0.463 0.543
O -1.167 -0.453 -0.546
C -2.575 -0.321 -0.001
H 0.666 -2.278 0.009
H -2.985 0.758 -0.183
H -2.877 -0.871 1.017
H -2.940 -1.129 -0.809
```

---

Which structure loses on stability? version iii does.

---

Version i
C5H39NO15 | ωB97M-V/def2-TZVPD

HOMO	-9.20	eV
E_LUMO	-0.2	eV
total charge	0
Kohn-Sham gap	8.996	eV

Geometry as XYZ:
```
60
C5H39NO15 | the Open Molecules 2025 dataset | ωB97M-V/def2-TZVPD
C -0.903 -2.945 0.020
N -0.607 -0.230 -0.358
C -0.394 -0.819 0.941
C -0.612 -2.110 1.229
C -0.054 1.278 2.433
C 0.258 0.061 1.913
H -0.062 -3.738 -0.012
H -0.661 -2.501 -0.959
H -1.960 -3.276 -0.058
H -0.559 1.265 -0.409
H -1.602 -0.417 -0.686
H -0.430 -2.699 2.143
H -0.716 1.952 1.969
H 0.471 1.656 3.346
H 0.951 -0.632 2.428
H -1.648 -0.143 -3.150
H 0.112 -0.606 -1.033
O -0.860 -0.325 -3.710
H -0.558 2.495 -1.635
H -0.293 -0.773 -2.937
O -0.736 2.385 -0.655
H 3.297 -0.126 -1.444
H 4.199 -1.225 -1.118
O 3.613 -0.889 -1.784
H -1.286 -2.733 -3.404
H -2.413 -2.558 -2.389
O -1.559 -2.921 -2.557
H -3.150 0.055 1.943
H -2.245 -0.406 3.043
O -2.647 0.358 2.736
H -0.036 4.337 1.219
H -1.015 3.819 2.168
O -0.291 4.357 2.243
H 1.140 -2.815 -2.244
H 2.188 -1.803 -2.491
O 1.240 -1.882 -2.468
H -2.302 1.831 -1.262
H -3.343 2.028 -2.349
O -2.914 1.414 -1.872
H 2.155 2.614 1.447
H 1.882 3.814 2.577
O 2.172 2.855 2.389
H 2.309 0.530 0.587
H 3.569 -0.108 1.241
O 2.876 -0.261 0.545
H -4.138 0.120 -0.874
H -3.323 -0.728 0.117
O -4.083 -0.762 -0.496
H -2.069 2.905 0.295
H -3.252 3.819 0.122
O -2.960 3.001 0.692
H 2.469 3.207 -0.598
H 1.199 2.303 -0.138
O 2.123 2.410 -0.318
H 3.160 -2.951 -1.097
H 3.769 -3.508 0.189
O 3.977 -3.197 -0.727
H 1.386 -2.049 1.921
H 2.940 -2.149 1.403
O 2.224 -2.580 1.930
```

---

Version ii
C5H39NO15 | ωB97M-V/def2-TZVPD

HOMO	-9.29	eV
E_LUMO	-0.3	eV
total charge	0
Kohn-Sham gap	8.980	eV

Geometry as XYZ:
```
60
C5H39NO15 | the Open Molecules 2025 dataset | ωB97M-V/def2-TZVPD
C 1.198 3.255 1.097
C 0.993 2.840 -0.371
N 1.458 1.485 -0.614
C 2.095 1.303 -1.918
C 0.387 0.508 -0.308
C 1.126 -0.830 -0.353
O 1.637 -1.248 0.666
H 0.555 4.099 1.351
H 0.977 2.471 1.810
H 2.229 3.590 1.188
H -0.043 3.100 -0.646
H 1.566 3.519 -1.001
H 2.760 0.441 -1.817
H 1.369 0.971 -2.678
H 2.719 2.141 -2.206
H -0.425 0.660 -1.027
H 0.163 0.635 0.749
H 1.459 -1.089 -1.370
H -2.162 3.777 0.863
H -3.526 3.415 0.607
O -2.991 3.718 1.361
H 4.042 -1.710 -1.632
H 5.184 -1.112 -0.830
O 4.784 -1.102 -1.706
H 3.959 0.420 1.481
H 3.459 1.546 0.546
O 4.245 1.183 0.975
H 2.653 -2.888 0.323
H 2.973 -3.849 -0.749
O 3.304 -3.591 0.121
H -2.418 -0.799 -2.735
H -0.918 -0.570 -2.960
O -1.586 -1.271 -2.962
H -2.414 0.610 3.490
H -3.455 1.742 2.934
O -3.314 0.966 3.480
H -2.356 -0.411 1.001
H -3.862 -0.278 1.141
O -3.106 0.131 0.702
H -0.202 -0.663 3.064
H -1.399 -1.735 2.384
O -1.046 -0.866 2.644
H 0.385 -1.053 -4.373
H 0.260 -2.559 -4.245
O 0.846 -1.827 -4.029
H -3.540 -0.248 -1.008
H -4.352 0.551 -2.071
O -3.892 -0.280 -1.926
H -2.118 -3.473 2.275
H -2.268 -3.026 0.738
O -2.448 -2.810 1.660
H 0.124 -2.976 -0.904
H -1.092 -2.184 -1.576
O -0.635 -2.413 -0.748
H 2.255 -0.551 4.133
H 2.106 -0.771 2.584
O 1.631 -0.664 3.413
H -2.697 2.555 -2.157
H -3.374 3.575 -1.306
O -3.132 2.638 -1.296
```

---

Which structure loses on stability? version i does.